[1]
DFT (ωB97M-V with the def2-TZVPD basis set) results for a cluster of 2 separate species, CH5P3 in total at a distorted geometry.

Results
2S+1: 1
Kohn-Sham gap (spin up / spin down), eV: 7.18 / 8.31
HOMO energy (spin up / spin down), eV: -8.74 / -8.33
Energy relative to the best compared isomer or geometry (same formula, charge and spin), kcal/mol: 79.1
Net charge: 0

The geometry in XYZ format:
```
9
Properties=species:S:1:pos:R:3:forces:R:3:mulliken_charge:R:1
C 2.31773 -0.46391 -0.43265 1.6 -1.1 -1.6 -0.792
P -2.90098 0.32553 -0.23679 -0.2 -0.2 -1.1 -0.091
P -1.02493 -0.06113 0.82757 0.4 -0.9 0.2 -0.052
P -2.09837 1.74935 1.15698 -0.1 0.6 0.2 0.003
H 3.03399 -0.94465 0.31493 -1.3 0.6 -1.1 0.254
H 2.22109 -1.03106 -1.48731 0.0 1.5 2.7 0.226
H 2.34524 0.64544 -0.44816 -0.3 -0.9 0.0 0.302
H -2.42016 0.74306 -1.59546 0.0 -0.3 1.4 0.070
H -1.47361 -0.96263 1.90089 0.0 0.7 -0.7 0.080
```
Positions in Å, forces in eV/Å.

[2]
DFT (ωB97M-V with the def2-TZVPD basis set) results for the molecule CH6BN at a distorted geometry.

Results
2S+1: 1
Kohn-Sham gap, eV: 11.17
HOMO energy, eV: -10.48
Energy relative to the best compared isomer or geometry (same formula, charge and spin), kcal/mol: 17.6
SMILES: CBN
Net charge: 0

The geometry in XYZ format:
```
9
Properties=species:S:1:pos:R:3:forces:R:3:mulliken_charge:R:1
B 0.23281 0.51746 -0.09684 -0.9 -0.5 0.1 0.061
C -1.18969 -0.17928 -0.01796 0.4 0.1 -0.1 -0.831
N 1.42153 -0.19734 -0.13619 4.4 2.3 2.3 -0.417
H 0.31460 1.68849 -0.07929 0.1 0.6 0.1 -0.101
H -1.76139 -0.10140 -0.93979 -0.1 0.1 -0.2 0.276
H -1.77559 0.33147 0.74632 -0.1 0.1 0.1 0.242
H -1.14598 -1.23216 0.25314 0.0 -0.2 0.0 0.270
H 2.37500 0.36832 0.34210 -3.7 -2.4 -2.4 0.251
H 1.52870 -1.19557 -0.07147 -0.1 0.0 0.1 0.249
```
Positions in Å, forces in eV/Å.

[3]
DFT (ωB97M-V with the def2-TZVPD basis set) results for a cluster of 2 separate species, CH6BNO in total at a distorted geometry.

Results
2S+1: 1
Kohn-Sham gap, eV: 9.99
HOMO energy, eV: -9.39
Energy relative to the best compared isomer or geometry (same formula, charge and spin), kcal/mol: 52.3
SMILES: B=O.CN
Net charge: 0

The geometry in XYZ format:
```
10
Properties=species:S:1:pos:R:3:forces:R:3:mulliken_charge:R:1
B -1.77508 1.68805 -1.55579 0.9 -0.8 -0.7 0.313
C 1.27541 -0.62707 0.42286 0.2 -0.1 -2.0 -0.666
N 0.02474 -1.14783 1.03645 0.1 2.4 2.3 -0.580
O -2.50604 2.01962 -0.70022 -1.7 1.0 1.7 -0.329
H -1.04142 1.19281 -2.24978 0.8 -0.3 -1.1 0.007
H 1.42003 -0.96427 -0.64756 -0.4 0.1 1.1 0.269
H 1.43083 0.48666 0.36212 -0.6 -0.8 0.3 0.223
H 2.15320 -1.03607 0.94244 -0.4 0.1 0.1 0.284
H -0.88606 -1.17832 0.53518 1.5 0.5 -0.1 0.245
H -0.09561 -0.43358 1.85429 -0.4 -2.1 -1.7 0.235
```
Positions in Å, forces in eV/Å.

[4]
DFT (ωB97M-V with the def2-TZVPD basis set) results for the ion CH6BrN2 with charge +1 at a distorted geometry.

Results
2S+1: 1
Kohn-Sham gap, eV: 10.48
HOMO energy, eV: -15.03
Energy relative to the best compared isomer or geometry (same formula, charge and spin), kcal/mol: 25.8
SMILES: N[C@H]([NH3+])Br
Net charge: +1

The geometry in XYZ format:
```
10
Properties=species:S:1:pos:R:3:forces:R:3:mulliken_charge:R:1
C 0.42460 0.04394 0.35555 -1.8 -3.8 0.4 -0.239
N 0.55956 1.18765 -0.27151 -0.7 4.3 -0.1 -0.427
N -0.47242 -0.87709 -0.51710 -1.3 2.2 -0.3 -0.396
Br -0.75531 -0.11003 2.18479 1.4 0.2 -1.6 -0.100
H 1.29426 -0.60319 0.36774 0.6 0.7 1.2 0.479
H 1.24578 1.78260 0.16952 0.8 0.0 -0.2 0.290
H -0.28086 1.81964 -0.27604 0.7 -1.1 -0.3 0.331
H -1.44350 -0.63387 -0.24198 0.4 -0.7 -0.4 0.374
H -0.22152 -1.77073 -0.22256 -0.2 -2.3 0.7 0.328
H -0.35060 -0.83892 -1.54840 0.2 0.5 0.6 0.361
```
Positions in Å, forces in eV/Å.

[5]
DFT (ωB97M-V with the def2-TZVPD basis set) results for a cluster of 2 separate species, CH6Cl2Si2 in total at a distorted geometry.

Results
2S+1: 1
Kohn-Sham gap (spin up / spin down), eV: 7.40 / 8.06
HOMO energy (spin up / spin down), eV: -9.26 / -8.39
Energy relative to the best compared isomer or geometry (same formula, charge and spin), kcal/mol: 96.9
Net charge: 0

The geometry in XYZ format:
```
11
Properties=species:S:1:pos:R:3:forces:R:3:mulliken_charge:R:1
C -1.73209 1.92123 -0.94691 0.4 0.6 2.1 -0.983
Si 0.19066 -1.50537 0.92253 -0.4 -1.2 3.0 0.323
Si 1.43864 -0.17972 -0.45512 0.2 2.0 0.8 0.364
Cl 2.48932 1.41779 0.48461 -0.6 -0.6 -0.4 -0.251
Cl 2.88594 -1.29751 -1.27051 0.6 -0.7 -0.5 -0.186
H -1.93242 1.20531 -1.70925 0.0 -0.1 -0.3 0.341
H -2.03762 1.86859 0.09825 -0.9 -0.9 -0.4 0.318
H -0.93458 2.62549 -0.84241 0.7 0.3 -1.4 0.340
H 0.22795 -2.64098 0.07506 -0.4 -1.0 -1.1 -0.099
H -1.17734 -1.14529 1.37824 0.1 0.4 -0.7 -0.096
H 0.58154 -2.26953 2.26549 0.4 1.1 -1.1 -0.070
```
Positions in Å, forces in eV/Å.

[6]
DFT (ωB97M-V with the def2-TZVPD basis set) results for a structure of composition CH6ClIN2OP at a distorted geometry.

Results
2S+1: 1
Kohn-Sham gap (spin up / spin down), eV: 7.09 / 7.87
HOMO energy (spin up / spin down), eV: -13.79 / -13.40
Energy relative to the best compared isomer or geometry (same formula, charge and spin), kcal/mol: 124.9
Net charge: +1

The geometry in XYZ format:
```
13
Properties=species:S:1:pos:R:3:forces:R:3:mulliken_charge:R:1
C -0.08426 -0.59947 1.58124 -1.8 0.5 -1.5 -0.524
N 1.71095 0.34400 -0.27691 -0.7 -0.7 0.9 -0.301
N -0.77763 1.48684 -0.49488 1.8 -2.8 1.6 -0.378
O -1.49587 -2.08278 -2.21129 3.2 -2.0 1.4 -0.327
P 0.11004 0.08900 -0.24758 -0.3 -0.7 1.2 0.571
Cl 1.13893 -1.84580 1.75035 -0.7 -0.4 0.1 -0.078
I 0.30132 1.04354 2.80243 0.0 0.5 0.7 0.309
H -1.21669 -0.85614 1.66500 2.3 -0.3 0.1 0.407
H 2.20577 0.94617 -0.89486 0.6 0.2 -0.3 0.254
H 2.17836 -0.26230 0.42854 0.2 0.8 -1.0 0.197
H -0.17349 2.13372 -0.93471 -0.6 1.6 -1.0 0.272
H -1.69792 1.16670 -0.70511 -0.9 1.1 -0.9 0.280
H -2.19950 -1.56347 -2.46223 -3.1 2.1 -1.2 0.320
```
Positions in Å, forces in eV/Å.